Entry 1:
Density functional theory data (wB97M-V/def2-TZVPD) for 9 unconnected molecules or ions with the total composition C25H72N5O12S.

Values from the calculation:
charge: +1
relative energy (zero: lowest compared OMol25 entry of this formula, charge and spin): 516.0 kJ/mol
gap between HOMO and LUMO: 3.95 eV

CARTESIAN COORDINATES (ANGSTROEM)
O 1.233 -4.204 3.705
H 1.119 -5.123 3.453
H 1.163 -3.698 2.893
H 0.451 -3.883 4.158
O -2.208 -2.001 2.941
H -1.599 -1.579 2.330
H -2.744 -2.690 2.541
H -1.733 -2.474 3.628
O -2.442 -4.679 -0.023
H -1.805 -3.961 -0.040
H -3.122 -4.457 0.617
H -1.889 -5.383 0.325
S 0.224 -1.942 0.689
O 1.093 -1.284 -0.271
O -0.846 -1.046 1.200
O -0.553 -2.932 0.004
O 0.946 -2.651 1.739
C 0.429 -0.129 4.357
C -0.514 0.736 5.259
C -0.490 2.281 5.032
O -1.643 2.811 5.709
C -1.874 4.215 5.508
N -1.757 0.349 4.726
H 0.520 -0.022 3.276
H 0.329 -1.213 4.419
H 1.480 0.132 4.484
H -0.257 0.529 6.298
H -0.528 2.540 3.974
H 0.321 2.803 5.539
H -2.721 4.452 6.152
H -2.197 4.465 4.498
H -1.112 4.956 5.751
H -2.207 1.090 5.245
H -1.694 0.800 3.825
C 5.340 -1.216 -0.857
C 4.811 -1.535 0.641
C 4.362 -0.263 1.343
O 5.488 0.538 1.782
C 5.907 0.418 3.060
N 3.607 -2.298 0.381
H 6.352 -0.815 -0.916
H 4.717 -0.549 -1.455
H 5.227 -2.162 -1.387
H 5.476 -2.178 1.218
H 3.604 -0.367 2.119
H 3.854 0.356 0.604
H 6.969 0.555 3.261
H 5.409 -0.438 3.515
H 5.278 1.213 3.461
H 3.009 -1.774 -0.242
H 2.999 -2.443 1.175
C -3.837 -0.788 -0.093
C -4.270 -1.460 -1.391
C -4.621 -0.419 -2.545
O -4.550 -0.917 -3.905
C -5.299 -2.080 -4.111
N -3.081 -2.296 -1.732
H -3.964 -1.429 0.780
H -4.344 0.175 -0.039
H -2.803 -0.445 -0.059
H -5.092 -2.131 -1.144
H -4.116 0.531 -2.375
H -5.692 -0.248 -2.434
H -5.682 -1.985 -5.127
H -6.267 -2.201 -3.623
H -4.770 -2.976 -3.784
H -2.416 -1.626 -2.092
H -2.532 -2.380 -0.888
C 1.647 -0.871 -4.214
C 0.510 -1.826 -4.043
C 0.512 -2.819 -5.205
O 1.568 -3.738 -5.059
C 1.683 -4.631 -6.111
N 0.703 -2.521 -2.795
H 2.576 -1.419 -4.056
H 1.774 -0.106 -3.447
H 1.448 -0.451 -5.200
H -0.474 -1.357 -4.024
H 0.602 -2.357 -6.188
H -0.394 -3.416 -5.100
H 2.505 -5.315 -5.900
H 1.968 -4.162 -7.052
H 0.743 -5.135 -6.336
H -0.203 -2.802 -2.448
H 1.079 -1.751 -2.260
C 0.862 1.854 0.670
C -0.436 2.793 0.486
C -0.255 4.121 1.260
C 0.749 5.043 0.500
C 0.301 5.240 -1.030
C 0.057 3.937 -1.813
N -0.680 2.982 -0.960
O -1.185 1.831 -1.690
C -0.858 4.288 -2.988
C 1.427 3.412 -2.315
C -1.735 2.152 1.091
H 0.952 1.142 -0.151
H 0.790 1.196 1.536
H 1.735 2.476 0.869
H -1.218 4.630 1.215
H 0.218 3.854 2.206
H 1.707 4.524 0.477
H 0.862 6.050 0.902
H 1.119 5.766 -1.522
H -0.491 5.989 -1.037
H -1.161 3.453 -3.620
H -1.712 4.925 -2.760
H -0.181 4.770 -3.694
H 2.097 2.994 -1.564
H 1.260 2.582 -3.002
H 1.924 4.218 -2.854
H -1.895 1.099 0.860
H -2.586 2.669 0.648
H -1.739 2.434 2.144
H -0.620 1.076 -1.508

Entry 2:
Density functional theory data (wB97M-V/def2-TZVPD) for a molecular structure, C25H73N6O12P2S6V.

Values from the calculation:
charge: 0
spin multiplicity: 3
⟨S²⟩: 2.031
gap between HOMO and LUMO (alpha / beta): 6.70 / 7.53 eV

CARTESIAN COORDINATES (ANGSTROEM)
O 9.217 -16.440 6.767
V 10.491 -16.417 7.709
O 10.043 -12.815 9.589
C 10.212 -13.994 9.012
O 9.380 -14.897 9.120
O 11.185 -14.286 8.267
H 9.207 -12.878 10.056
O 8.547 -9.460 4.465
P 8.727 -10.794 3.848
N 9.092 -10.876 2.164
C 9.009 -9.659 1.444
C 9.300 -12.128 1.465
N 7.347 -11.890 3.970
C 5.970 -11.499 3.775
C 7.555 -13.312 3.677
N 10.045 -11.587 4.548
C 11.415 -11.125 4.253
C 9.925 -12.267 5.886
H 9.496 -8.793 1.892
H 7.923 -9.568 1.418
H 9.408 -9.812 0.441
H 10.116 -11.916 0.774
H 8.397 -12.356 0.899
H 9.548 -13.039 2.010
H 5.726 -10.449 3.936
H 5.625 -11.840 2.798
H 5.491 -12.075 4.566
H 6.863 -13.923 4.257
H 7.390 -13.480 2.613
H 8.536 -13.682 3.975
H 11.475 -10.056 4.459
H 12.204 -11.574 4.857
H 11.623 -11.236 3.189
H 9.532 -11.574 6.630
H 10.828 -12.753 6.256
H 9.171 -13.040 5.735
O 12.259 -16.894 9.050
P 13.124 -17.221 10.287
N 14.528 -16.186 10.341
C 15.660 -16.483 9.377
C 14.420 -14.781 10.590
N 13.797 -18.770 10.418
C 13.446 -19.718 9.396
C 15.032 -19.206 11.192
N 12.346 -17.036 11.804
C 10.951 -17.150 11.880
C 13.122 -17.160 13.070
H 16.361 -15.651 9.321
H 15.305 -16.655 8.361
H 16.248 -17.303 9.791
H 15.369 -14.265 10.449
H 14.022 -14.685 11.601
H 13.759 -14.178 9.967
H 13.204 -20.686 9.835
H 12.438 -19.487 9.051
H 14.246 -19.715 8.655
H 14.851 -20.175 11.657
H 15.912 -19.294 10.555
H 15.378 -18.457 11.905
H 10.596 -18.164 12.068
H 10.734 -16.481 12.713
H 10.445 -16.691 11.031
H 12.659 -16.663 13.922
H 14.167 -16.908 12.889
H 13.311 -18.216 13.264
C 7.757 -19.683 8.184
S 8.554 -18.804 9.638
O 9.574 -17.841 9.092
C 7.135 -17.741 10.049
H 6.903 -20.296 8.475
H 8.580 -20.274 7.783
H 7.490 -18.916 7.457
H 7.239 -17.489 11.104
H 6.121 -18.130 9.969
H 7.038 -16.819 9.475
C 13.780 -11.257 9.619
S 13.453 -9.876 8.448
O 14.622 -10.028 7.469
C 12.042 -10.679 7.695
H 13.514 -12.259 9.284
H 13.249 -11.175 10.568
H 14.813 -11.227 9.964
H 11.474 -10.010 7.048
H 11.306 -10.922 8.462
H 12.333 -11.621 7.231
C 5.619 -14.017 9.154
S 4.789 -13.867 7.537
O 4.647 -15.341 7.127
C 3.126 -13.312 8.066
H 5.472 -15.082 9.328
H 5.173 -13.383 9.920
H 6.632 -13.676 8.937
H 3.331 -12.583 8.850
H 2.606 -14.152 8.527
H 2.528 -12.825 7.296
C 5.434 -14.373 14.379
S 7.258 -14.203 14.345
O 7.656 -15.285 15.328
C 7.583 -14.922 12.676
H 5.219 -15.438 14.471
H 4.921 -14.002 13.491
H 5.056 -13.840 15.251
H 8.623 -15.237 12.593
H 7.407 -14.131 11.947
H 6.962 -15.776 12.405
C 14.319 -14.207 6.895
S 13.992 -14.070 5.100
O 14.905 -12.987 4.555
C 14.801 -15.671 4.665
H 15.260 -14.709 7.117
H 13.537 -14.844 7.309
H 14.359 -13.330 7.541
H 14.968 -15.753 3.591
H 14.119 -16.446 5.015
H 15.707 -15.831 5.249
C 7.944 -9.483 10.991
S 6.899 -10.856 10.495
O 7.809 -12.077 10.382
C 5.935 -11.152 12.044
H 7.880 -9.270 12.058
H 7.753 -8.609 10.368
H 8.988 -9.732 10.798
H 6.417 -11.883 12.694
H 4.955 -11.413 11.646
H 5.814 -10.223 12.600